[1]
{
  "formula": "C29H42BF4N8O2PRuS2",
  "method": "ωB97M-V with the def2-TZVPD basis set",
  "elements": ["Ru", "C", "C", "N", "C", "C", "C", "C", "N", "C", "C", "F", "C", "F", "C", "C", "F", "C", "F", "H", "H", "H", "H", "H", "H", "H", "H", "H", "H", "H", "H", "H", "H", "H", "C", "N", "C", "C", "N", "B", "N", "C", "C", "N", "C", "C", "S", "C", "S", "H", "H", "H", "H", "H", "H", "H", "H", "H", "H", "H", "H", "C", "P", "C", "C", "O", "H", "H", "H", "H", "H", "H", "H", "H", "H", "N", "C", "O", "C", "C", "C", "N", "C", "C", "H", "H", "H", "H", "H", "H"],
  "positions_angstrom": [[-0.16, -0.08, -0.66], [-1.66, -3.49, -2.71], [-0.58, -3.32, -1.65], [-0.90, -2.48, -0.46], [-2.34, -2.57, -0.12], [-2.78, -1.67, 1.03], [-0.05, -3.01, 0.63], [0.24, -2.07, 1.79], [0.44, -0.71, 1.36], [1.30, 0.10, 2.06], [1.03, 1.49, 2.13], [-0.09, 1.94, 1.54], [1.83, 2.38, 2.81], [1.49, 3.68, 2.83], [2.97, 1.96, 3.46], [3.27, 0.62, 3.41], [4.38, 0.18, 4.00], [2.47, -0.29, 2.74], [2.89, -1.57, 2.69], [-1.22, -4.01, -3.56], [-2.05, -2.54, -3.06], [-2.49, -4.11, -2.34], [-0.31, -4.33, -1.31], [0.31, -2.88, -2.12], [-2.59, -3.61, 0.11], [-2.89, -2.27, -1.01], [-2.60, -2.12, 2.00], [-3.85, -1.49, 0.95], [-2.25, -0.72, 0.98], [0.90, -3.27, 0.18], [-0.50, -3.93, 1.03], [1.10, -2.49, 2.32], [-0.59, -2.08, 2.51], [3.60, 2.66, 4.00], [0.58, 1.77, -5.07], [-0.79, 1.76, -4.60], [-1.76, 2.67, -4.95], [-2.93, 2.21, -4.44], [-2.67, 1.03, -3.78], [-3.76, 0.03, -3.30], [-4.29, 0.39, -1.88], [-5.55, 0.08, -1.46], [-5.66, 0.41, -0.15], [-4.45, 0.93, 0.24], [-4.12, 1.42, 1.56], [-3.62, 0.91, -0.84], [-2.04, 1.58, -0.83], [-1.36, 0.79, -3.86], [-0.51, -0.54, -3.18], [0.67, 2.46, -5.90], [0.85, 0.76, -5.39], [1.26, 2.07, -4.27], [-1.55, 3.54, -5.55], [-3.92, 2.62, -4.50], [-3.27, -1.06, -3.25], [-4.68, 0.10, -4.07], [-6.27, -0.35, -2.13], [-6.50, 0.33, 0.53], [-4.34, 0.66, 2.31], [-4.70, 2.32, 1.78], [-3.06, 1.66, 1.58], [1.13, 4.36, -2.74], [1.08, 3.59, -1.10], [-0.20, 4.49, -0.19], [2.68, 4.00, -0.36], [0.85, 2.11, -1.17], [1.24, 5.44, -2.65], [0.19, 4.14, -3.26], [1.97, 3.96, -3.31], [-0.05, 5.57, -0.28], [-0.17, 4.21, 0.86], [-1.16, 4.21, -0.61], [2.90, 5.06, -0.46], [3.45, 3.41, -0.86], [2.68, 3.74, 0.70], [5.30, -2.37, -4.68], [4.65, -2.94, -3.65], [4.70, -4.13, -3.40], [3.81, -2.03, -2.79], [3.28, -0.82, -3.22], [2.47, -0.10, -2.36], [2.17, -0.51, -1.12], [2.72, -1.65, -0.70], [3.53, -2.44, -1.50], [5.90, -2.95, -5.24], [5.33, -1.38, -4.83], [3.46, -0.43, -4.22], [2.06, 0.86, -2.64], [2.53, -1.93, 0.33], [3.95, -3.36, -1.13]],
  "lowdin_spin": [0.7284, 0.0000, -0.0006, -0.0131, 0.0000, 0.0007, 0.0012, 0.0126, 0.1446, 0.0012, 0.0272, 0.0065, -0.0020, -0.0036, 0.0362, -0.0029, -0.0040, 0.0272, 0.0069, 0.0000, -0.0001, 0.0000, -0.0004, -0.0002, -0.0005, 0.0000, 0.0003, 0.0001, 0.0007, 0.0000, -0.0007, 0.0005, 0.0074, 0.0020, 0.0000, 0.0008, -0.0006, 0.0014, -0.0006, -0.0002, -0.0026, -0.0015, -0.0024, -0.0006, 0.0009, 0.0051, 0.0160, 0.0041, -0.0073, 0.0000, -0.0001, 0.0000, -0.0001, 0.0001, -0.0002, 0.0000, -0.0001, -0.0001, -0.0001, -0.0001, 0.0005, -0.0001, -0.0001, -0.0002, 0.0001, -0.0016, 0.0000, 0.0000, 0.0000, 0.0000, 0.0000, -0.0004, 0.0000, 0.0000, -0.0001, 0.0001, 0.0003, 0.0004, 0.0020, -0.0010, 0.0024, 0.0083, 0.0024, -0.0003, 0.0000, 0.0000, -0.0001, 0.0000, -0.0001, 0.0001],
  "relative_energy_kcal_mol": 30.1,
  "multiplicity": 2,
  "homo_lumo_gap_ev": [6.61, 6.20],
  "max_force_ev_per_a": 2.74,
  "charge": 1,
  "e_tot_ev": -91855.5340
}



[2]
{
  "formula": "C4H9N2S",
  "method": "ωB97M-V with the def2-TZVPD basis set",
  "elements": ["C", "C", "C", "C", "N", "N", "S", "H", "H", "H", "H", "H", "H", "H", "H", "H"],
  "positions_angstrom": [[0.22, -0.99, -0.90], [-0.14, -0.19, 1.86], [0.14, 0.57, -2.86], [-0.35, 0.22, -1.38], [0.83, -0.89, 2.31], [-0.88, 0.58, 2.74], [0.93, -2.33, -1.04], [-0.46, 1.46, -3.02], [1.10, 0.98, -2.80], [-0.10, -0.21, -3.57], [-1.47, 0.33, -1.56], [0.01, 1.08, -0.74], [1.18, -1.49, 1.63], [1.39, -0.73, 3.17], [-1.69, 1.05, 2.39], [-0.70, 0.56, 3.76]],
  "lowdin_charge": [-0.5355, -0.2331, -0.0470, -0.2788, 0.0748, 0.0743, 1.0499, 0.0824, 0.0654, 0.0909, 0.1684, 0.1349, 0.0116, 0.1496, 0.0782, 0.1142],
  "relative_energy_kcal_mol": 95.6,
  "homo_lumo_gap_ev": 6.95,
  "max_force_ev_per_a": 4.31,
  "charge": 1,
  "e_tot_ev": -18099.3828
}



[3]
{
  "formula": "C5H6CoO2",
  "method": "ωB97M-V with the def2-TZVPD basis set",
  "elements": ["C", "C", "O", "H", "H", "Co", "C", "C", "H", "H", "H", "O", "C", "H"],
  "positions_angstrom": [[2.08, 1.09, 1.03], [0.81, 2.00, 0.87], [1.88, -0.13, 0.76], [0.52, 2.18, 1.92], [1.16, 2.96, 0.48], [0.29, -1.02, 0.19], [-1.40, 0.82, 0.59], [-0.32, 1.46, 0.06], [-1.49, 0.66, 1.67], [-2.31, 0.62, 0.03], [-0.28, 1.70, -1.01], [-1.59, -2.27, -1.42], [-0.83, -1.17, -1.47], [-2.37, -2.18, -0.85]],
  "lowdin_spin": [0.6017, 0.1325, 0.2572, 0.0006, -0.0002, 2.0967, 0.0172, 0.0369, 0.0014, 0.0024, 0.0018, 0.2593, 0.5937, -0.0012],
  "relative_energy_kcal_mol": 0.0,
  "multiplicity": 5,
  "homo_lumo_gap_ev": [7.20, 7.32],
  "max_force_ev_per_a": 6.18,
  "charge": 1,
  "e_tot_ev": -46989.4521
}



[4]
{
  "formula": "C13H11ClF3NO",
  "method": "ωB97M-V with the def2-TZVPD basis set",
  "elements": ["F", "F", "F", "Cl", "C", "C", "O", "C", "C", "C", "C", "C", "C", "N", "C", "C", "C", "C", "C", "H", "H", "H", "H", "H", "H", "H", "H", "H", "H", "H"],
  "positions_angstrom": [[2.25, 2.78, 0.42], [3.07, 1.01, 1.43], [1.66, 2.21, 2.61], [-2.15, 2.45, -3.69], [-0.45, -0.92, 1.84], [0.05, -0.01, 1.29], [-0.37, 2.17, 1.02], [0.02, 0.72, -3.69], [1.07, 0.05, -3.06], [-0.55, 1.60, -1.67], [-0.83, 1.53, -2.99], [1.36, 0.24, -1.73], [0.47, 0.94, -0.91], [2.38, -0.52, -1.31], [-1.72, -3.20, 1.96], [-2.59, -2.06, 2.26], [-1.21, -1.99, 2.56], [1.94, 1.69, 1.29], [0.59, 1.15, 0.63], [-0.66, 2.06, 1.93], [-0.14, 0.47, -4.74], [1.64, -0.64, -3.76], [-1.25, 2.19, -1.11], [2.98, -0.91, -1.97], [2.77, -0.42, -0.33], [-1.79, -4.10, 2.53], [-1.43, -3.29, 0.90], [-3.19, -2.02, 3.21], [-2.96, -1.30, 1.48], [-0.95, -1.86, 3.62]],
  "lowdin_charge": [0.0790, 0.1595, 0.0623, 0.6471, 0.0818, 0.0394, 0.0065, -0.1029, -0.0374, -0.0552, -0.6748, -0.3135, -0.0342, 0.1320, -0.0957, -0.1552, -0.3552, -0.3786, -0.3157, 0.1111, 0.1121, 0.1348, 0.1051, 0.0765, 0.1281, 0.1034, 0.1263, 0.1230, 0.1447, 0.1457],
  "relative_energy_kcal_mol": 35.9,
  "smiles": "Nc1ccc(Cl)cc1[C@@](O)(C#CC1CC1)C(F)(F)F",
  "homo_lumo_gap_ev": 8.87,
  "max_force_ev_per_a": 5.51,
  "charge": 0,
  "e_tot_ev": -37867.9600
}